one) A 2-piece molecular cluster, C9H14 overall, computed with the ωB97M-V functional and the def2-TZVPD basis.

total charge: -1
<S²>: 0.760
2S+1: 2
HOMO (spin up / spin down): 0.0369 / -0.1212 Eh

Each line ends with the Löwdin charge.
Element x y z (Å)
C  0.32  3.32  -0.74  -0.24
C  0.75  3.26  0.73  -0.19
H  -0.64  2.87  -1.00  0.05
H  0.39  4.32  -1.26  0.05
H  1.01  2.75  -1.51  0.09
H  0.14  4.05  1.20  0.04
H  1.91  3.34  0.80  0.08
H  0.41  2.16  1.15  0.10
C  0.17  -1.19  2.14  -0.12
C  -0.71  -2.14  -1.83  -0.27
C  0.64  -1.89  -1.63  -0.20
C  -1.70  -2.26  -0.91  -0.21
C  0.87  -1.66  -0.27  -0.15
C  -1.40  -1.96  0.46  -0.17
C  -0.13  -1.62  0.79  -0.41
H  -0.85  -2.48  -2.89  0.08
H  1.19  -2.03  -2.59  0.07
H  -2.80  -2.29  -1.22  0.08
H  1.78  -1.34  0.11  0.02
H  -2.24  -1.97  1.14  0.07
H  1.25  -1.36  2.21  0.05
H  -0.45  -1.82  2.89  0.10
H  0.09  -0.06  2.23  0.07



two) A 2-piece molecular cluster, C9H14 overall, computed with the ωB97M-V functional and the def2-TZVPD basis.

total charge: -1
<S²>: 0.761
2S+1: 2
HOMO (spin up / spin down): 0.0328 / -0.1198 Eh

Each line ends with the Löwdin charge.
Element x y z (Å)
C  1.82  1.80  -0.82  -0.10
C  0.91  0.13  0.82  -0.17
C  0.78  1.37  0.19  -0.39
C  0.01  -0.22  1.91  -0.19
C  -0.26  2.22  0.50  -0.15
C  -0.99  0.68  2.25  -0.22
C  -1.19  1.88  1.56  -0.19
H  1.61  -0.60  0.43  0.05
H  0.14  -1.18  2.39  0.05
H  2.76  2.10  -0.33  0.06
H  1.37  2.54  -1.48  0.06
H  -0.36  3.12  -0.10  0.06
H  -1.65  0.39  3.07  0.07
H  -1.90  2.60  1.93  0.04
H  2.08  0.93  -1.43  0.05
C  0.08  -2.18  -1.61  -0.18
C  -1.36  -2.27  -1.10  -0.17
H  0.40  -1.16  -1.43  0.03
H  0.79  -2.88  -1.16  0.06
H  0.13  -2.34  -2.70  0.05
H  -1.89  -1.33  -1.28  0.07
H  -1.41  -2.49  -0.03  0.05
H  -1.86  -3.11  -1.58  0.04



three) A 2-piece molecular cluster, C9H14 overall, computed with the ωB97M-V functional and the def2-TZVPD basis.

total charge: -1
<S²>: 0.756
2S+1: 2
HOMO (spin up / spin down): 0.0448 / -0.1454 Eh

Each line ends with the Löwdin charge.
Element x y z (Å)
C  2.33  -0.69  -0.88  -0.13
C  -1.26  -0.28  -1.83  -0.19
C  -0.03  -0.75  -1.73  -0.16
C  -1.54  0.83  -1.00  -0.21
C  0.96  -0.12  -0.90  -0.35
C  -0.62  1.57  -0.27  -0.24
C  0.66  0.97  -0.13  -0.17
H  -1.98  -0.72  -2.39  0.05
H  0.42  -1.66  -2.24  0.09
H  -2.51  1.21  -1.11  0.05
H  -1.15  2.37  0.32  0.07
H  2.84  -0.75  -1.81  0.03
H  2.32  -1.72  -0.47  0.07
H  1.45  1.62  0.32  0.09
H  3.04  -0.08  -0.29  0.06
C  0.24  -0.92  2.75  -0.19
C  -1.03  -0.16  2.54  -0.22
H  0.06  -1.94  2.71  0.04
H  1.05  -0.38  2.20  0.07
H  0.57  -0.75  3.75  0.04
H  -0.86  0.92  2.63  0.05
H  -1.72  -0.51  3.39  0.07
H  -1.77  -0.28  1.70  0.06



four) A 2-piece molecular cluster, C9H14 overall, computed with the ωB97M-V functional and the def2-TZVPD basis.

total charge: -1
<S²>: 0.761
2S+1: 2
HOMO (spin up / spin down): 0.0335 / -0.1220 Eh

Each line ends with the Löwdin charge.
Element x y z (Å)
C  2.09  0.25  -1.49  -0.13
C  0.31  0.57  2.39  -0.22
C  0.83  -0.73  1.98  -0.20
C  0.74  1.67  1.63  -0.26
C  1.58  -0.89  0.78  -0.14
C  1.31  1.57  0.41  -0.19
C  1.64  0.26  -0.02  -0.37
H  -0.48  0.84  3.19  0.07
H  0.58  -1.67  2.48  0.04
H  0.63  2.69  2.20  0.10
H  2.02  -1.84  0.48  0.07
H  1.49  2.53  -0.12  0.08
H  2.11  -0.78  -1.85  0.04
H  3.09  0.71  -1.62  0.03
H  1.45  0.99  -2.14  0.08
C  -2.32  -0.08  -1.18  -0.20
C  -2.45  -1.53  -0.96  -0.20
H  -2.92  0.69  -0.49  0.11
H  -1.36  0.19  -0.90  0.02
H  -2.56  0.31  -2.12  0.03
H  -2.46  -2.17  -1.91  0.09
H  -1.84  -1.83  -0.10  0.07
H  -3.46  -1.75  -0.63  0.04



Stability order, top to bottom: two), three), four), one)



one) A 2-piece molecular cluster, C9H14 overall, computed with the ωB97M-V functional and the def2-TZVPD basis.

total charge: -1
<S²>: 0.761
2S+1: 2
HOMO (spin up / spin down): 0.0264 / -0.1279 Eh

Each line ends with the Löwdin charge.
Element x y z (Å)
C  2.30  -0.52  0.39  -0.16
C  2.42  -2.00  0.86  -0.17
H  1.31  -0.17  0.14  0.03
H  2.81  0.20  1.03  0.05
H  2.85  -0.41  -0.59  0.07
H  2.50  -2.04  1.95  0.05
H  3.26  -2.53  0.40  0.05
H  1.55  -2.55  0.50  0.05
C  -2.20  -0.56  -1.86  -0.12
C  -1.91  0.11  0.50  -0.16
C  -1.51  0.26  -0.82  -0.40
C  -1.28  0.76  1.60  -0.19
C  -0.43  1.82  1.15  -0.22
C  -0.64  1.28  -1.24  -0.16
C  -0.07  2.04  -0.15  -0.20
H  -2.54  -0.78  0.63  0.07
H  -1.73  0.65  2.59  0.05
H  -2.76  0.12  -2.52  0.06
H  -2.88  -1.34  -1.40  0.07
H  0.02  2.46  1.92  0.07
H  -0.23  1.51  -2.21  0.05
H  0.61  2.85  -0.41  0.07
H  -1.47  -1.16  -2.46  0.06



two) A 2-piece molecular cluster, C9H14 overall, computed with the ωB97M-V functional and the def2-TZVPD basis.

total charge: -1
<S²>: 0.761
2S+1: 2
HOMO (spin up / spin down): 0.0365 / -0.1236 Eh

Each line ends with the Löwdin charge.
Element x y z (Å)
C  -0.98  -1.33  -1.82  -0.16
C  -2.14  0.16  -0.10  -0.13
C  -1.04  -0.79  -0.40  -0.35
C  -2.16  0.67  1.15  -0.25
C  -1.06  0.53  2.03  -0.23
C  0.02  -1.03  0.51  -0.18
C  -0.03  -0.33  1.70  -0.21
H  -2.90  0.34  -0.97  0.10
H  -3.00  1.25  1.62  0.08
H  -1.90  -0.87  -2.29  0.05
H  -1.16  -2.48  -1.80  0.06
H  -1.22  0.99  3.10  0.09
H  0.59  -1.88  0.21  0.05
H  0.80  -0.37  2.46  0.08
H  -0.05  -1.30  -2.39  0.03
C  3.28  0.36  -0.71  -0.20
C  2.65  1.57  -1.34  -0.18
H  3.92  0.58  0.08  0.03
H  2.55  -0.38  -0.40  0.04
H  3.91  -0.25  -1.44  0.08
H  2.70  2.36  -0.53  0.08
H  1.57  1.29  -1.34  0.07
H  2.92  1.99  -2.31  0.05



Stability order, top to bottom: one), two)



one) C4H9NO as an isolated structure, computed with the ωB97M-V functional and the def2-TZVPD basis.

total charge: +1
<S²>: 0.758
2S+1: 2
HOMO (spin up / spin down): -0.5277 / -0.5381 Eh

Each line ends with the Löwdin charge.
Element x y z (Å)
C  0.20  -1.35  0.73  0.15
C  -0.84  -0.58  1.30  -0.03
C  -0.60  0.86  1.37  0.09
C  -0.61  1.50  0.10  -0.53
N  -0.59  2.89  0.15  0.18
O  -0.49  0.88  -0.96  0.07
H  0.69  -2.22  1.24  0.15
H  0.95  -1.09  -0.03  0.14
H  -0.85  -0.99  0.03  0.23
H  -1.80  -0.86  1.74  0.17
H  2.74  -3.45  -3.96  0.00
H  2.06  -3.56  -4.23  0.00
H  -0.50  1.46  2.27  0.15
H  -0.08  3.20  0.96  0.11
H  -0.28  3.32  -0.71  0.13



two) A 2-piece molecular cluster, C4H9NO overall, computed with the ωB97M-V functional and the def2-TZVPD basis.

total charge: +1
<S²>: 0.759
2S+1: 2
HOMO (spin up / spin down): -0.5675 / -0.5211 Eh

Each line ends with the Löwdin charge.
Element x y z (Å)
C  -1.82  0.44  0.38  -0.06
C  -1.13  -0.68  -0.39  -0.08
C  -0.61  -0.47  -1.65  0.14
H  -2.53  1.18  -0.15  0.13
H  -1.18  0.88  1.13  0.09
H  -2.61  -0.06  1.02  0.11
H  -0.90  -1.66  0.11  0.14
H  0.12  -1.20  -2.05  0.12
H  -0.81  0.54  -2.12  0.13
C  2.09  -0.40  0.98  -0.23
N  1.76  0.68  0.16  0.13
O  1.48  -1.52  1.23  0.03
H  2.83  0.00  1.69  0.15
H  0.98  0.72  -0.50  0.06
H  2.32  1.56  0.15  0.14



three) A 2-piece molecular cluster, C4H9NO overall, computed with the ωB97M-V functional and the def2-TZVPD basis.

total charge: +1
<S²>: 0.764
2S+1: 2
HOMO (spin up / spin down): -0.4644 / -0.4644 Eh

Each line ends with the Löwdin charge.
Element x y z (Å)
C  0.86  0.67  -1.63  0.22
C  2.10  0.34  -1.18  -0.11
N  3.12  -0.34  -1.85  0.22
H  0.63  0.42  -2.62  0.09
H  0.27  1.17  -0.82  0.13
H  2.30  0.32  -0.06  0.17
H  2.55  -0.53  -2.66  0.11
H  3.39  -1.15  -1.29  0.16
O  -1.78  1.43  2.69  0.01
C  -2.23  0.66  1.80  -0.34
C  -2.16  -0.78  1.68  -0.07
H  -2.81  1.11  0.99  0.11
H  -1.76  -1.20  2.66  0.11
H  -3.12  -1.25  1.34  0.11
H  -1.34  -0.86  0.95  0.07



Stability order, top to bottom: two), three), one)